Molecular formula: C3H3N3S
Method: DFT, ωB97M-V/def2-TZVPD

## Properties
gap between HOMO and LUMO	8.538	eV
ΔE to the lowest compared entry with this formula, charge and spin	142.25	kJ/mol
total charge	0
E_HOMO	-9.70	eV
lowest unoccupied orbital energy	-1.16	eV
SMILES string	S=Cn1cnnc1
molar mass	113.1	g/mol
E_tot	-678.52511	Ha
multiplicity	1

Each line ends with the Mulliken charge.
Atoms and positions in Å:
S -2.659 0.980 0.361  -0.2198
C -1.438 -0.131 0.384  0.0325
N -0.153 0.033 -0.017  0.0325
C 0.642 1.127 -0.279  -0.0205
N 1.865 0.713 -0.497  -0.3730
N 1.933 -0.613 -0.282  -0.4019
C 0.721 -1.036 0.025  -0.0133
H -1.617 -1.168 0.580  0.2287
H 0.325 2.127 -0.444  0.3923
H 0.380 -2.033 0.168  0.3425

***

Molecular formula: C35H29F4IrN2O5PS2
Method: DFT, ωB97M-V/def2-TZVPD

## Properties
gap between HOMO and LUMO (alpha / beta)	7.891 / 6.592	eV
ΔE to the lowest compared entry with this formula, charge and spin	50.75	kJ/mol
expectation value of S²	8.8411
total charge	0
E_HOMO (alpha / beta)	-7.55 / -9.11	eV
lowest unoccupied orbital energy (alpha / beta)	0.34 / -2.52	eV
molar mass	920.9	g/mol
E_tot	-3478.16529	Ha
multiplicity	6

Each line ends with the Löwdin spin population.
Atoms and positions in Å:
Ir 0.309 0.237 0.098  2.1735
C 3.090 0.730 -1.225  0.0126
N 2.643 0.711 0.136  0.1258
C 3.305 -0.397 0.874  0.0123
C 3.055 2.086 0.684  0.0138
C 3.201 2.186 2.233  0.0524
N 1.928 2.268 2.919  0.4586
C 1.713 1.904 4.195  0.0062
C 0.374 2.087 4.722  0.1361
F -0.567 2.504 3.860  0.0547
C -0.016 1.763 5.975  -0.0013
F -1.263 2.066 6.308  -0.0162
C 0.909 1.464 6.967  0.1946
C 2.244 1.274 6.487  -0.0176
F 3.132 0.891 7.368  -0.0178
C 2.593 1.471 5.194  0.0929
F 3.796 1.089 4.835  0.0321
H 4.183 1.009 -1.302  0.0038
H 2.421 1.424 -1.725  0.0008
H 2.928 -0.318 -1.591  0.0026
H 4.380 -0.241 0.729  0.0037
H 2.899 -1.320 0.398  0.0034
H 2.949 -0.447 1.922  0.0000
H 2.475 2.853 0.211  0.0003
H 4.064 2.307 0.272  0.0036
H 3.679 3.135 2.426  0.0255
H 3.976 1.466 2.609  0.0050
H 0.680 1.353 8.059  0.0091
O 0.177 4.376 -2.423  0.0106
S -0.293 3.081 -2.043  0.0077
O -1.720 3.003 -1.695  0.0072
O 0.617 2.457 -1.092  0.0868
C -0.339 2.042 -3.510  0.0000
C -0.360 2.746 -4.723  0.0000
C -0.793 2.026 -5.857  -0.0004
C -1.220 0.702 -5.783  0.0009
C -1.079 0.063 -4.532  0.0029
C -0.615 0.687 -3.425  0.0119
P -0.468 -0.420 -1.960  0.1052
C -2.114 -1.032 -1.694  0.0169
C -3.174 -0.102 -1.849  0.0145
C -4.451 -0.552 -1.544  -0.0017
C -4.741 -1.831 -1.114  0.0138
C -3.698 -2.757 -0.983  -0.0023
C -2.386 -2.334 -1.266  0.0164
C 0.671 -1.771 -2.546  0.0276
C 0.815 -2.874 -1.674  0.0182
C 1.693 -3.900 -1.965  -0.0005
C 2.447 -3.819 -3.163  0.0111
C 2.289 -2.728 -4.045  0.0006
C 1.341 -1.719 -3.732  0.0104
H -0.064 3.763 -4.748  0.0001
H -0.799 2.486 -6.842  0.0000
H -1.451 0.008 -6.561  0.0001
H -1.410 -0.962 -4.451  0.0004
H -3.042 0.864 -2.180  0.0011
H -5.229 0.298 -1.656  -0.0003
H -5.763 -2.237 -1.050  0.0009
H -3.886 -3.719 -0.641  -0.0004
H -1.581 -2.985 -1.058  0.0007
H 0.368 -2.762 -0.672  0.0046
H 1.872 -4.659 -1.201  -0.0003
H 3.136 -4.638 -3.434  0.0006
H 2.630 -2.722 -5.088  -0.0002
H 1.300 -0.773 -4.344  0.0002
O 0.276 -1.813 3.718  0.0408
C -0.070 -1.293 2.678  0.0163
O 0.804 -0.840 1.831  0.1459
C -1.530 -1.010 2.459  0.0882
C -2.400 -2.012 2.840  -0.0035
C -3.766 -1.966 2.616  0.1075
C -4.381 -0.735 2.153  -0.0169
C -3.545 0.343 1.945  0.0824
C -2.137 0.223 1.942  0.0732
S -1.405 1.590 1.192  0.7215
H -1.947 -2.904 3.323  -0.0013
H -4.317 -2.887 2.800  0.0061
H -5.401 -0.829 1.894  -0.0024
H -3.942 1.272 1.517  0.0062

***

Molecular formula: C19H22N2O3S
Method: DFT, ωB97M-V/def2-TZVPD

## Properties
gap between HOMO and LUMO	7.721	eV
ΔE to the lowest compared entry with this formula, charge and spin	1786.69	kJ/mol
total charge	0
E_HOMO	-8.51	eV
lowest unoccupied orbital energy	-0.79	eV
molar mass	358.5	g/mol
E_tot	-1470.02356	Ha
multiplicity	1

Each line ends with the Mulliken charge.
Atoms and positions in Å:
C -5.028 2.572 5.190  -0.6689
C -4.230 3.052 4.315  -0.0834
C -2.824 2.844 4.526  -0.6469
N -2.086 2.236 3.279  -0.2167
C -1.182 2.982 2.339  0.2937
O -0.653 3.950 2.671  -0.5177
C -0.412 1.950 1.351  0.3195
C 0.605 1.300 1.666  -0.2595
C 1.069 0.270 0.587  -0.7740
N 0.724 0.781 -0.645  0.2110
S -0.613 -0.356 -1.260  1.0413
O -1.565 -0.704 -0.402  -0.5431
O -1.037 0.736 -2.553  -0.7834
C 0.323 -1.666 -1.798  0.3583
C 1.240 -1.397 -2.914  -0.6850
C 2.197 -2.578 -3.249  0.7557
C 3.172 -2.272 -4.254  -1.0019
C 3.868 -3.499 -4.672  -0.9267
C 3.340 -4.780 -4.091  -0.2485
C 2.594 -5.006 -3.122  -0.9251
C 1.742 -3.827 -2.829  0.9786
C 0.887 -4.129 -1.695  -0.8751
C 0.051 -2.966 -1.254  -0.7371
H -0.585 -3.047 -0.490  0.7073
H 0.306 -5.019 -1.462  0.3045
H 2.253 -5.869 -2.730  0.4763
H 4.147 -5.475 -4.555  0.1962
H 4.406 -3.497 -5.382  0.7144
H 3.402 -1.471 -4.655  0.7081
H 1.555 -0.406 -3.153  0.3664
C 0.548 2.087 -0.813  -1.0091
C -0.481 2.816 -0.035  -1.0864
H -1.383 2.851 -0.419  0.6606
H -0.046 3.881 0.313  0.3553
H 0.469 2.364 -1.913  0.3033
H 1.539 2.420 -0.487  0.5444
H 0.520 -0.623 0.760  0.5988
H 2.391 0.099 0.877  0.1314
H 1.433 2.046 1.885  0.2594
H 0.643 0.604 2.746  0.1371
H -1.232 1.210 1.258  -0.1046
H -2.201 1.071 3.109  0.2484
H -2.376 2.216 5.266  0.4247
H -2.102 3.878 4.425  0.2415
H -4.493 3.309 3.186  0.2071
H -6.165 2.830 5.002  0.1868
H -4.731 2.232 6.083  0.3629